w.
Here is a 2-piece molecular cluster, C3H10N2O2 overall from OMol25. Energies are from the ωB97M-V functional and the def2-TZVPD basis.

Geometry (Å):
N -0.4383 -1.9076 -1.4172
C -0.5905 -0.6486 -0.6251
C -0.7502 -0.9892 0.8701
C 0.7075 0.2477 -0.8264
N 1.2127 0.1633 -2.1296
O 1.1087 0.8626 0.1206
H -0.3071 -2.6450 -0.7401
H -1.2659 -2.0528 -1.9741
H -1.4226 -0.0531 -1.0655
H 0.2711 -1.2241 1.1790
H -0.9080 -0.0339 1.3558
H -1.5421 -1.7037 1.0805
H 0.6589 0.9015 -2.5584
H 1.2556 -0.7946 -2.4385
H 0.0462 2.9951 2.7363
H 1.0135 3.8826 3.3991
O 0.9504 2.9998 3.0336

Its frontier orbital gap is 9.85 eV. For the LUMO energy, the calculation gives 0.7027 eV. Its SMILES is C[C@H](N)C(N)=O.O.



x.
Here is a 2-piece molecular cluster, C3H10N2O2 overall from OMol25. Energies are from the ωB97M-V functional and the def2-TZVPD basis.

Geometry (Å):
N -1.7947 0.1396 -1.4827
C -0.9565 0.1522 -0.3315
C -1.6830 -0.6294 0.8579
C 0.5432 -0.1596 -0.7022
N 1.1916 0.7522 -1.6012
O 1.1619 -0.9093 0.0437
H -1.8090 -0.7478 -2.0214
H -2.7910 0.3280 -1.2572
H -0.8021 1.2737 -0.0318
H -1.6176 -1.7468 0.7053
H -1.2703 -0.4767 1.9455
H -2.6907 -0.3622 1.0611
H 2.1887 0.9031 -1.4896
H 0.5187 0.9964 -2.2979
H 1.5226 0.1731 1.6692
H 2.0712 0.0509 3.2299
O 1.5230 0.5577 2.5974

Its frontier orbital gap is 10.33 eV. For the LUMO energy, the calculation gives 0.7034 eV. Its SMILES is C[C@H](N)C(N)=O.O.



Pick x: it beats the second-best structure by 0.0077 hartree.



w.
Here is a 2-piece molecular cluster, C4H8N2 overall from OMol25. Energies are from the ωB97M-V functional and the def2-TZVPD basis.

Geometry (Å):
C -1.7130 0.3662 -0.2712
C -0.4348 -0.3780 -0.4881
C 0.7972 0.1065 -0.3004
N 1.9455 -0.6938 -0.5781
C 0.9709 1.4321 0.2581
N 1.1132 2.4792 0.7366
H -2.0257 0.8160 -1.2189
H -1.6040 1.1696 0.4642
H -2.5170 -0.3007 0.0564
H -0.8490 -1.4337 1.8528
H -0.4869 -1.4181 -0.8054
H -0.2132 -1.1188 1.6428
H 2.3504 -0.4499 -1.4759
H 2.6663 -0.5766 0.1272

Its frontier orbital gap is 10.36 eV. For the LUMO energy, the calculation gives 0.7739 eV. Its SMILES is C/C=C(/N)C#N.[H][H].



x.
Here is C4H8N2 as an isolated structure from OMol25. Energies are from the ωB97M-V functional and the def2-TZVPD basis.

Geometry (Å):
C 0.5996 -0.6501 -1.4997
C -0.3294 1.5714 0.5965
C -0.6794 -1.4368 0.5870
C 0.2167 0.2157 0.9793
N -0.7493 -0.6831 1.6377
N 0.2857 -0.7776 -0.1103
H -1.1721 -2.3621 0.3469
H 1.1597 0.2977 1.5266
H 1.6416 -0.3441 -1.6091
H -0.0379 0.0848 -2.0070
H 0.4632 -1.6202 -1.9766
H 0.3818 2.1002 -0.0348
H -1.2716 1.4552 0.0650
H -0.5087 2.1491 1.4985

Its frontier orbital gap is 9.53 eV. For the LUMO energy, the calculation gives 0.9839 eV.



Pick x: it beats the second-best structure by 0.0117 hartree.